(1)
This record from OMol25 describes a cluster of 2 separate species, C24H36FNO5 in total in a non-equilibrium geometry. The level of theory is the ωB97M-V functional and the def2-TZVPD basis.

structure (SMILES) = [H]/N=C(\C)CC1=C(F)C(=O)C(CCCCCCCCOC(C)=O)=C(C)C1=O.C1CCOC1
E_HOMO = -9.21 eV
Kohn-Sham gap = 7.7 eV
E = -39910.4101 eV

The geometry in ORCA input format:
```
! RIJCOSX wB97M-V def2-TZVPD def2/J DEFGRID3
* xyz 0 1
C -2.671 -3.281 -7.103
C -2.072 -2.635 -5.736
N -1.305 -1.575 -5.832
C -2.510 -3.354 -4.386
C -1.857 -2.756 -3.063
C -0.486 -2.530 -2.826
F 0.471 -2.799 -3.826
C 0.051 -1.963 -1.426
O 1.303 -1.868 -1.279
C -0.971 -1.581 -0.244
C -0.329 -1.010 1.096
C -0.658 0.528 1.402
C -0.212 0.793 2.949
C -0.167 2.364 3.281
C 0.843 2.709 4.499
C 1.668 4.059 4.113
C 1.253 5.288 5.068
C 0.414 6.408 4.293
O 0.571 7.725 4.911
C -0.258 8.642 4.160
C -1.641 9.041 4.877
O 0.067 9.054 3.020
C -2.358 -1.782 -0.463
C -3.457 -1.398 0.641
C -2.860 -2.414 -1.858
O -4.103 -2.654 -1.913
H -3.640 -3.866 -6.868
H -1.913 -3.986 -7.606
H -2.975 -2.446 -7.819
H -1.232 -1.355 -6.850
H -2.250 -4.481 -4.396
H -3.657 -3.318 -4.293
H -0.780 -1.631 1.961
H 0.810 -1.123 1.131
H -1.760 0.808 1.321
H -0.032 1.267 0.786
H 0.830 0.319 3.117
H -0.921 0.200 3.644
H -1.246 2.676 3.540
H 0.125 2.900 2.310
H 1.559 1.857 4.744
H 0.191 2.925 5.423
H 2.773 3.818 4.330
H 1.511 4.385 3.031
H 2.211 5.764 5.478
H 0.627 4.963 5.982
H 0.816 6.471 3.209
H -0.706 6.183 4.197
H -2.169 9.864 4.269
H -1.413 9.494 5.908
H -2.261 8.086 4.939
H -3.855 -0.345 0.377
H -3.008 -1.314 1.684
H -4.362 -2.098 0.576
C 3.047 -5.418 -3.799
C 3.173 -4.430 -2.661
C 4.009 -5.206 -1.662
O 4.855 -6.082 -2.420
C 4.404 -6.095 -3.781
H 2.816 -4.955 -4.760
H 2.263 -6.148 -3.573
H 3.720 -3.544 -2.998
H 2.216 -4.105 -2.254
H 3.380 -5.825 -1.013
H 4.622 -4.555 -1.034
H 5.133 -5.539 -4.380
H 4.366 -7.124 -4.145
*
```


(2)
This record from OMol25 describes a cluster of 12 separate species, C4H35N3O11 in total in a non-equilibrium geometry. The level of theory is the ωB97M-V functional and the def2-TZVPD basis.

relative energy (zero: lowest compared OMol25 entry of this formula, charge and spin) = 50.8 kcal/mol
structure (SMILES) = NCC[C@H](N)CN.O.O.O.O.O.O.O.O.O.O.O
E_HOMO = -9.30 eV
Kohn-Sham gap = 9.3 eV
E = -31706.8712 eV

The geometry in ORCA input format:
```
! RIJCOSX wB97M-V def2-TZVPD def2/J DEFGRID3
* xyz 0 1
N 1.012 1.514 -0.494
C -0.158 1.080 0.359
C -0.530 2.279 1.323
C 0.632 3.331 1.424
N 1.862 2.560 1.888
C -1.491 0.639 -0.217
N -1.163 -0.780 -0.847
H 1.293 0.805 -1.167
H 0.676 2.282 -0.943
H 0.194 0.331 1.087
H -0.805 1.929 2.221
H -1.562 2.832 0.924
H 0.978 3.996 0.553
H 0.329 4.082 2.319
H 2.653 3.097 2.091
H 2.207 1.977 1.057
H -2.347 0.614 0.500
H -1.906 1.245 -0.939
H -0.845 -1.279 -0.016
H -2.100 -1.099 -1.191
H 0.364 1.370 -3.555
H -0.027 2.741 -3.730
O 0.632 2.236 -3.225
H -4.369 2.346 1.156
H -4.205 1.051 0.553
O -4.218 1.945 0.315
H 0.795 -2.660 -3.589
H 0.031 -2.504 -2.195
O 0.560 -3.181 -2.788
H 3.045 -0.528 -1.187
H 2.254 -1.835 -1.143
O 2.692 -1.268 -0.604
H 3.257 1.295 -3.478
H 2.355 0.005 -3.823
O 3.172 0.309 -3.577
H 2.017 0.115 4.052
H 1.418 0.867 2.817
O 1.243 0.098 3.383
H -0.751 -3.360 -0.567
H -1.287 -4.586 -1.389
O -1.431 -4.119 -0.603
H 1.279 -1.066 2.081
H 2.036 -2.033 1.048
O 1.221 -1.888 1.577
H -0.265 -0.415 -3.841
H 0.156 -0.516 -2.413
O 0.536 -0.449 -3.315
H -0.384 -2.831 3.000
H -0.573 -2.284 4.461
O -1.022 -2.500 3.684
H -3.815 -1.022 2.742
H -3.036 0.060 3.201
O -3.605 -0.190 2.419
*
```


(3)
This record from OMol25 describes a structure of composition C22H64AlF3N14O12S in a non-equilibrium geometry. The level of theory is the ωB97M-V functional and the def2-TZVPD basis.

relative energy (zero: lowest compared OMol25 entry of this formula, charge and spin) = 0.0 kcal/mol
E_HOMO = -6.12 eV
Kohn-Sham gap = 1.9 eV
E = -94850.6421 eV

The geometry in ORCA input format:
```
! RIJCOSX wB97M-V def2-TZVPD def2/J DEFGRID3
* xyz 2 1
Al 15.477 14.210 13.546
C 11.772 12.478 13.787
F 11.698 13.115 12.579
F 10.649 12.082 14.246
F 12.397 11.337 13.515
S 12.873 13.754 14.821
O 13.778 13.236 15.766
O 13.653 14.188 13.659
O 11.814 14.450 15.420
C 14.107 17.185 13.263
C 15.133 16.713 12.188
C 8.487 16.248 10.911
O 9.133 16.554 9.727
C 9.512 17.904 9.554
N 15.734 15.556 12.019
H 13.318 16.450 13.383
H 13.769 18.175 12.965
H 14.558 17.376 14.234
H 15.082 17.347 11.330
H 7.765 16.926 11.219
H 8.053 15.242 10.803
H 8.655 18.543 9.367
H 10.198 18.051 8.698
H 9.942 18.157 10.536
H 6.439 13.813 3.626
H 16.225 15.609 11.123
C 16.605 12.898 10.335
C 15.544 12.218 11.188
C 15.717 10.675 11.138
O 14.906 9.920 11.980
C 15.515 9.001 12.966
N 15.963 12.582 12.564
H 16.306 13.973 10.291
H 16.724 12.486 9.347
H 17.646 12.730 10.719
H 14.490 12.569 11.046
H 16.759 10.500 11.200
H 15.522 10.521 10.024
H 14.721 9.109 13.743
H 16.446 9.442 13.238
H 15.704 7.958 12.664
H 15.610 11.857 13.231
H 16.965 12.484 12.552
C 9.185 8.155 12.784
C 7.774 8.364 12.285
C 7.261 7.027 11.657
O 8.266 6.673 10.760
C 8.241 5.303 10.475
N 6.927 8.875 13.336
H 9.794 7.747 11.978
H 9.248 7.450 13.565
H 9.439 9.147 13.164
H 7.798 9.084 11.501
H 6.375 7.285 11.101
H 7.079 6.272 12.337
H 7.363 5.124 9.679
H 7.845 4.796 11.374
H 9.237 4.904 10.190
H 6.013 9.287 13.048
H 6.712 8.296 14.088
C 8.131 16.755 17.389
C 8.757 15.351 17.584
C 8.583 14.654 18.898
O 9.669 13.792 18.827
C 9.978 13.184 20.099
N 8.417 14.375 16.398
H 8.510 17.131 16.432
H 8.382 17.501 18.234
H 7.071 16.590 17.459
H 9.918 15.532 17.543
H 7.637 14.126 19.083
H 8.736 15.422 19.691
H 9.133 12.584 20.499
H 10.233 13.939 20.814
H 10.845 12.544 19.919
H 8.885 13.425 16.363
H 7.453 14.259 16.379
C 17.185 14.381 15.768
O 16.743 14.529 14.603
N 18.284 15.093 16.217
N 16.548 13.474 16.595
H 18.202 15.218 17.212
H 18.639 15.920 15.679
H 15.866 12.913 16.084
H 17.122 12.812 17.122
C 8.067 9.561 8.099
O 7.714 10.342 7.123
N 7.963 8.238 8.027
N 8.622 10.095 9.227
H 7.953 7.750 7.106
H 8.056 7.642 8.889
H 8.655 11.065 9.343
H 8.808 9.491 10.028
C 5.422 16.538 4.871
O 5.748 15.892 3.829
N 4.390 17.400 4.915
N 6.033 16.421 6.122
H 3.941 17.381 4.015
H 4.358 18.235 5.481
H 5.588 16.838 6.981
H 7.052 16.344 6.078
C 7.384 12.786 4.806
O 7.241 13.421 3.688
N 8.454 11.951 4.964
N 6.398 12.840 5.810
H 8.310 11.118 5.669
H 8.932 11.594 4.059
H 5.990 13.677 6.255
H 6.453 12.126 6.466
C 9.146 15.893 13.229
O 9.486 16.257 11.934
N 10.104 16.065 14.097
N 7.954 15.450 13.498
H 11.005 16.180 13.754
H 10.144 15.648 15.027
H 7.269 16.364 13.296
H 7.874 15.382 14.437
*
```